The following is a DFT calculation (ωB97M-V/def2-TZVPD) of a molecular structure, C3H3ErO2.

Last column: Mulliken charge in e.
Element x y z (Å)
C -0.05 0.66 1.68  -0.466
C -0.68 0.77 0.38  -0.098
H -1.77 0.58 0.40  0.316
H 0.15 -0.41 1.88  0.282
H -0.50 1.80 0.01  0.249
O 1.56 -1.44 -0.94  -0.413
C 1.00 -0.88 0.01  -0.116
O -0.09 -0.13 -0.55  0.445
Er 0.38 -0.96 -2.87  0.799

HOMO level (alpha / beta) (eV): -12.054 / -11.911
Maximum force (eV/A): 3.042
Multiplicity: 5
Relative energy (zero: lowest compared OMol25 entry of this formula, charge and spin) (kcal per mole): 59.7
Total charge: +1